Formula: C3H4IN
Source: the Open Molecules 2025 dataset
Level of theory: the ωB97M-V functional and the def2-TZVPD basis

XYZ file:
```
9
Properties=species:S:1:pos:R:3:forces:R:3
C -0.86319 0.59735 1.04993 -0.7 3.2 0.5
C 0.27190 -0.07620 -1.09016 -1.5 0.2 -1.5
C -0.37692 -0.35497 0.21250 0.0 -1.8 0.0
N -1.21738 1.61343 1.53278 0.3 -1.7 -0.3
I -0.90714 -2.30223 0.77265 0.3 0.3 -0.2
H 0.00941 -0.94358 -1.85923 0.1 2.3 1.3
H 0.06764 1.03839 -1.34099 -0.2 -2.1 -0.2
H 1.32507 -0.09084 -1.05943 1.5 -0.3 0.5
H 1.69061 0.51865 1.78196 0.1 -0.1 0.0
```
Positions in Å, forces in eV/Å.

Summary:
DFT total energy	-468.97386	Eh
gap between HOMO and LUMO (alpha / beta)	8.8 / 8.3	eV
largest force on an atom	0.065	hartree/bohr
energy above the lowest of the compared OMol25 structures with the same formula, charge and spin	94.4	kcal per mole
HOMO (alpha / beta)	-10.3 / -8.7	eV
spin multiplicity	1

Atom charges from the natural (NBO) analysis, given in e for atoms 1 to 5:
1 C 0.13
2 C -0.69
3 C -0.16
4 N -0.25
5 I 0.22

Formula: C2H5NOS2
Source: the Open Molecules 2025 dataset
Level of theory: the ωB97M-V functional and the def2-TZVPD basis

XYZ file:
```
11
Properties=species:S:1:pos:R:3:forces:R:3
C -2.64784 -1.08539 0.27360 0.2 -0.1 0.0
N -1.56848 -0.51309 -0.07172 -1.9 0.7 0.1
S -1.54417 1.19824 0.03376 -0.8 0.2 0.2
H -2.67934 -2.17245 0.21315 0.0 0.1 0.0
H -3.54622 -0.57198 0.62805 0.1 0.0 0.0
H -0.28382 1.32283 -0.40665 -0.1 0.1 0.0
O 3.13256 0.53289 0.10414 0.4 0.3 0.2
C 2.23589 -0.42750 0.34323 -0.2 0.0 -0.6
S 0.82256 -0.53868 -0.42428 2.4 -1.3 0.2
H 3.90634 0.41435 0.67410 -0.1 0.1 -0.1
H 2.53941 -1.13987 1.10756 0.0 -0.1 0.1
```
Positions in Å, forces in eV/Å.

Summary:
DFT total energy	-1005.47829	Eh
gap between HOMO and LUMO	8.9	eV
largest force on an atom	0.053	hartree/bohr
energy above the lowest of the compared OMol25 structures with the same formula, charge and spin	59.9	kcal per mole
HOMO	-8.3	eV
spin multiplicity	1

Atom charges from the natural (NBO) analysis, given in e for atoms 1 to 5:
1 C -0.07
2 N -0.55
3 S 0.14
4 H 0.18
5 H 0.15

Formula: C20H28N2O7S
Source: the Open Molecules 2025 dataset
Level of theory: the ωB97M-V functional and the def2-TZVPD basis

XYZ file:
```
58
Properties=species:S:1:pos:R:3:forces:R:3
C 3.17247 -0.99087 6.89678 0.2 0.3 -0.3
C 3.75085 0.31787 6.37962 -0.4 0.0 0.4
O 4.30145 0.16003 5.06829 0.4 -0.1 0.1
C 3.46255 0.24422 4.03537 0.3 0.0 -0.4
O 2.28707 0.48340 4.14094 -0.2 0.0 0.1
C 4.20586 -0.01960 2.73708 0.1 0.0 0.0
C 3.85511 1.00534 1.65105 -0.3 0.0 0.2
C 2.42490 0.81631 1.13641 0.2 0.5 0.0
N 2.25049 -0.54006 0.67000 -0.1 -0.1 0.3
C 2.13389 -0.95184 -0.60066 -0.2 0.2 -0.3
O 2.13624 -2.12830 -0.92221 0.1 -0.2 -0.3
C 1.97976 0.12910 -1.68321 0.1 -0.2 -0.2
O 0.97019 1.08805 -1.43864 -0.1 0.1 0.0
C -0.33051 0.69705 -1.45499 -0.3 0.0 0.0
C -0.76841 -0.61094 -1.65262 0.2 0.0 0.0
C -2.12727 -0.87908 -1.66586 -0.1 0.0 0.1
C -3.03848 0.14158 -1.48619 -0.7 -0.3 0.1
S -4.79378 -0.21023 -1.56845 -0.2 0.0 -0.3
O -4.99412 -1.58755 -1.22964 0.3 -0.1 -0.2
O -5.48912 0.80781 -0.83793 0.2 0.2 -0.1
N -5.25802 -0.04588 -3.15635 0.1 -0.2 1.0
C -5.34797 1.28029 -3.71854 0.2 0.6 -0.2
C -4.08619 1.62924 -4.51595 -0.2 0.1 0.2
O -3.80886 0.63972 -5.48398 -0.1 0.0 -0.2
C -3.61712 -0.62616 -4.88852 -0.1 -0.2 0.1
C -4.86049 -1.05972 -4.10375 0.4 -0.3 -0.4
C -2.61335 1.44013 -1.26615 0.1 0.1 0.1
C -1.26342 1.71943 -1.25107 0.1 -0.1 0.0
C 2.44564 -1.51967 1.72093 0.0 -0.5 0.1
C 3.87871 -1.43885 2.24229 -0.2 0.1 0.1
H 3.93127 -1.76963 6.88286 0.0 -0.1 0.0
H 2.33550 -1.30003 6.27538 -0.1 0.0 0.0
H 2.82140 -0.85578 7.91554 0.0 0.0 0.1
H 4.58531 0.65308 6.99835 -0.1 0.0 -0.1
H 2.97507 1.08945 6.34581 0.2 -0.1 0.0
H 5.27341 0.03990 2.96897 -0.1 0.0 0.0
H 3.96492 2.01764 2.04239 0.0 0.1 0.0
H 4.55710 0.88014 0.82297 0.0 0.0 0.0
H 2.21166 1.53080 0.34472 0.0 -0.1 0.1
H 1.72224 0.98605 1.95753 0.0 0.1 -0.2
H 2.90819 0.70291 -1.76253 -0.1 -0.1 0.0
H 1.80800 -0.38837 -2.63442 0.0 0.0 0.2
H -0.07131 -1.42236 -1.78259 0.1 -0.1 0.0
H -2.48991 -1.88597 -1.79972 0.0 -0.2 0.0
H -6.21678 1.30910 -4.38618 0.0 0.0 0.1
H -5.50575 1.97251 -2.89264 -0.1 0.2 -0.2
H -3.22659 1.73361 -3.83565 -0.1 0.0 -0.1
H -4.22470 2.55938 -5.06953 0.0 0.0 0.1
H -2.74221 -0.59257 -4.22095 -0.1 0.0 -0.1
H -3.41944 -1.31681 -5.70988 0.0 0.0 0.1
H -5.69101 -1.21845 -4.80119 0.1 0.0 0.1
H -4.68196 -1.97586 -3.54258 0.0 -0.1 -0.2
H -3.34930 2.20977 -1.09594 0.0 0.2 0.0
H -0.90013 2.72082 -1.08332 0.0 0.1 0.0
H 2.24549 -2.50727 1.30273 0.0 0.1 0.1
H 1.73561 -1.30953 2.52552 0.0 -0.1 -0.1
H 4.02042 -2.16026 3.04818 0.0 -0.1 0.0
H 4.56543 -1.69306 1.43213 0.0 0.0 0.0
```
Positions in Å, forces in eV/Å.

Summary:
DFT total energy	-1813.29557	Eh
gap between HOMO and LUMO	9.3	eV
largest force on an atom	0.021	hartree/bohr
energy above the lowest of the compared OMol25 structures with the same formula, charge and spin	2.8	kcal per mole
HOMO	-8.8	eV
spin multiplicity	1

Atom charges from the natural (NBO) analysis, given in e for atoms 1 to 5:
1 C -0.63
2 C -0.08
3 O -0.51
4 C 0.81
5 O -0.62